[1]
19
Properties=species:S:1:pos:R:3:mulliken_charge:R:1 method="wB97M-V/def2-TZVPD" relative_energy_kcal_mol=34.4 e_tot_ev=-10380.0559 charge=0 smiles=NCCNCO.O homo_ev=-8.6148
N -1.0479 -0.8553 1.7087 -0.59
C -0.6817 0.5368 1.5088 -0.41
C 0.7388 0.6796 1.0064 -0.83
N 0.8046 0.0588 -0.3082 -0.19
C 1.7548 0.4627 -1.3017 -0.32
O 1.6186 -0.2994 -2.4536 -0.52
H -1.3555 -1.2621 0.8409 0.22
H -1.7351 -1.0154 2.4252 0.22
H -0.8129 1.0229 2.4813 0.47
H -1.3178 1.1140 0.8193 0.18
H 1.1556 1.6712 1.0477 0.41
H 1.3765 0.0731 1.6648 0.30
H 0.6940 -0.9452 -0.2408 0.25
H 1.5278 1.5146 -1.5422 0.24
H 2.7895 0.5173 -0.9315 0.29
H 0.9589 -0.9763 -2.2489 0.33
O -2.1119 -1.0177 -1.1711 -0.63
H -2.7296 -1.0703 -1.9164 0.30
H -1.6267 -0.2093 -1.3887 0.29



[2]
24
Properties=species:S:1:pos:R:3:mulliken_charge:R:1 method="wB97M-V/def2-TZVPD" relative_energy_kcal_mol=37.3 e_tot_ev=-13524.0085 charge=0 smiles="CNC(C)=O.CNC(C)=O" homo_ev=-8.8531
C -2.6158 -1.8843 -0.6791 -0.85
N -3.0471 -0.5697 -0.2564 -0.21
C -2.1290 0.3124 0.2723 0.70
C -2.6973 1.6455 0.6921 -1.22
O -0.9408 0.2168 0.0141 -0.61
H -3.1921 -2.2892 -1.5143 0.36
H -1.6746 -1.7551 -1.1850 0.27
H -2.6705 -2.6434 0.1499 0.24
H -3.9662 -0.2239 -0.4610 0.24
H -3.4371 1.6571 1.4980 0.36
H -1.9400 2.4308 0.8078 0.30
H -3.2630 1.9591 -0.2190 0.32
C 2.4392 -1.6186 1.2930 -0.97
N 1.8616 -0.5058 0.5013 -0.09
C 2.4778 0.4836 -0.1909 0.61
C 1.5985 1.4293 -0.9994 -0.74
O 3.6570 0.5844 -0.4950 -0.64
H 3.5099 -1.6998 1.2422 0.38
H 2.3755 -1.3536 2.3608 0.31
H 1.9052 -2.5259 1.0175 0.27
H 0.8607 -0.5956 0.5163 0.30
H 0.5635 1.5523 -0.7085 0.12
H 2.0951 2.3844 -1.0375 0.33
H 1.4345 0.8894 -1.9252 0.23



[3]
22
Properties=species:S:1:pos:R:3:mulliken_charge:R:1 method="wB97M-V/def2-TZVPD" e_tot_ev=-122294.6856 charge=-1 homo_ev=-2.7638
O -1.9884 2.5758 1.5989 -0.51
C -2.0551 1.4528 1.2188 0.44
F -2.5412 0.5229 2.0261 -0.20
C -1.5981 1.0271 -0.1426 -1.10
C -0.2738 0.2721 -0.1522 1.14
P -0.5079 -1.6274 0.3565 0.32
O 0.0647 -2.7116 -0.7536 -0.33
O 0.2699 -1.7816 1.7092 -0.41
S -2.3720 -2.1454 0.5520 -0.48
C 0.4894 0.5457 -1.4967 -0.90
O 1.6886 1.3644 -1.3326 -0.36
S 2.2990 1.0337 0.2603 0.75
O 3.5016 -0.0869 0.4423 -0.41
O 2.8420 2.2154 0.8381 -0.46
O 0.5476 0.7719 0.8544 -0.50
H -1.4323 1.9596 -0.6696 0.48
H -2.3445 0.4738 -0.7056 0.46
H -0.4559 -2.4988 -1.5413 0.29
H 0.8600 -2.5493 1.6896 0.40
H -0.1256 1.0985 -2.2042 0.48
H 0.8071 -0.3396 -2.0298 0.33
Br 2.3246 -1.5733 -0.5180 -0.44



[4]
7
Properties=species:S:1:pos:R:3:mulliken_charge:R:1 method="wB97M-V/def2-TZVPD" relative_energy_kcal_mol=17.6 e_tot_ev=-34885.8099 charge=0 smiles=FP1#[PH][C@H]1Cl homo_ev=-9.7806
F -0.6126 1.0452 -2.4141 -0.31
P 0.3976 -0.1982 -1.8432 0.26
P -0.8148 -0.7122 -0.2133 -0.04
C 0.4685 0.6121 -0.1892 -0.12
Cl 1.9188 0.3468 0.9599 -0.18
H -0.1827 -1.8220 0.2689 0.06
H 0.2115 1.8427 -0.0387 0.32